(1)
Here is a cluster of 3 separate species, C3H10O3S in total from the OMol25 dataset. Energies are from ωB97M-V/def2-TZVPD.

```
17
Properties=species:S:1:pos:R:3:forces:R:3
H -1.3387 2.2888 -0.4403 0.0 0.0 0.0
O 2.2015 -1.1284 1.0214 0.6 0.2 -0.3
C -0.2005 -0.9268 0.3906 0.4 -0.6 0.1
H -1.0022 -0.8191 1.1242 -0.3 0.1 -0.2
S -1.2291 1.1578 -1.1524 0.0 0.1 0.1
H -0.5892 -1.5969 -0.4112 -0.1 0.2 0.0
H 0.4963 1.0892 0.5620 0.0 0.1 -0.1
H 3.1224 0.2272 0.2358 -0.5 -0.4 0.1
H -4.6054 -0.3995 0.3573 0.1 0.1 -0.1
C 0.1720 0.4068 -0.2214 -0.1 -0.2 0.2
H 4.1447 0.5827 -0.8608 0.0 -0.1 0.0
H -3.1894 0.0725 -0.0501 0.1 -0.1 0.1
O -3.6743 -0.4846 0.5811 -0.2 0.0 0.0
H 0.9980 0.2837 -0.9145 0.0 0.1 0.0
C 0.9827 -1.5634 1.1030 -0.5 0.1 0.3
H 0.7442 -2.5110 1.6141 0.2 0.0 -0.1
O 3.4517 0.9669 -0.3220 0.2 0.3 0.0
```
Forces are in eV/Å.

Properties
Kohn-Sham gap (spin up / spin down): 3.03 / 6.67 eV
net charge: -1
multiplicity: 2
lowest unoccupied orbital energy (spin up / spin down): 3.0 / 3.0 eV
HOMO (spin up / spin down): -0.03 / -3.67 eV
ΔE to the lowest compared entry with this formula, charge and spin: 8.69 kcal/mol

(2)
Here is a structure of composition C3H10O3S from the OMol25 dataset. Energies are from ωB97M-V/def2-TZVPD.

```
17
Properties=species:S:1:pos:R:3:forces:R:3
H -1.6506 2.4924 0.0364 0.0 0.1 0.3
H 0.8077 1.0937 -0.9589 0.4 -0.2 0.3
H -0.2100 -2.3354 -0.2205 0.0 -0.3 0.0
C -0.8622 2.2750 -0.6875 0.1 -0.6 0.7
O 2.7545 -1.0389 1.3087 -0.1 0.0 0.3
S -0.0023 3.8089 -1.1662 -0.1 0.2 -0.1
H -1.2663 -0.1409 0.8854 -0.2 0.1 -0.2
C -0.5839 -0.1988 0.0069 0.2 0.1 0.9
H -1.0154 -3.7802 0.1725 0.0 0.1 0.0
H 2.4007 -0.4551 1.9881 0.2 0.1 0.0
H -1.2174 -0.3667 -0.8725 -0.1 -0.1 -0.2
O 0.3058 -1.2565 0.2143 0.0 0.0 -0.3
O -0.6691 -3.3415 -0.6101 0.0 0.1 0.0
H -1.3914 1.7926 -1.5118 0.0 0.2 -0.4
H 0.6085 1.4824 0.7484 0.1 0.1 0.4
C 0.0837 1.1711 -0.1431 -0.4 0.1 -1.4
H 1.9076 -1.2022 0.8100 -0.2 0.0 -0.3
```
Forces are in eV/Å.

Properties
Kohn-Sham gap: 5.81 eV
net charge: -2
lowest unoccupied orbital energy: 6.1 eV
HOMO: 0.27 eV
ΔE to the lowest compared entry with this formula, charge and spin: 6.97 kcal/mol

(3)
Here is a cluster of 3 separate species, C3H10O3S in total from the OMol25 dataset. Energies are from ωB97M-V/def2-TZVPD.

```
17
Properties=species:S:1:pos:R:3:forces:R:3
H 2.0348 -2.9342 -1.2296 0.3 0.5 0.4
H -1.0387 0.7697 -0.8223 -0.3 -0.5 0.7
O -0.1029 -1.0902 -0.5428 -0.8 -1.1 0.1
H 1.6267 0.6218 0.5557 0.1 0.7 0.5
H 0.5206 0.6285 -1.5097 -0.3 -0.3 1.1
C -0.0797 0.2711 -0.5621 1.2 1.1 -2.1
H -2.5090 -1.7243 0.0194 -1.1 -0.6 -0.2
H -0.9030 2.3431 0.3832 0.5 0.2 -0.1
O -2.3009 -2.3609 -0.6947 1.2 1.4 1.2
H 1.0709 -1.8428 -0.6177 1.2 0.8 0.4
H 0.1773 0.3188 1.5171 0.1 -0.2 0.3
H 0.6321 3.1523 0.4609 0.4 0.0 0.4
S -0.5518 2.6625 2.6309 0.4 0.5 0.5
H -1.3156 -1.8837 -0.6061 -0.3 -0.6 -1.2
O 2.1151 -2.1812 -0.6109 -1.0 -1.0 -0.8
C 0.0519 2.3578 0.9413 -0.8 -1.2 -0.8
C 0.5722 0.8919 0.6876 -1.0 0.3 -0.5
```
Forces are in eV/Å.

Properties
Kohn-Sham gap: 5.75 eV
net charge: -2
lowest unoccupied orbital energy: 6.2 eV
HOMO: 0.45 eV
ΔE to the lowest compared entry with this formula, charge and spin: 27.18 kcal/mol

(4)
Here is a cluster of 3 separate species, C3H10O3S in total from the OMol25 dataset. Energies are from ωB97M-V/def2-TZVPD.

```
17
Properties=species:S:1:pos:R:3:forces:R:3
H 2.3535 1.4706 -0.7450 -0.1 0.1 -0.2
C 0.6528 0.3028 -0.1471 -0.4 1.3 -1.6
H 0.4518 0.8381 0.7791 0.1 -0.3 0.4
S 4.6011 0.9328 0.8445 0.4 -0.1 -0.2
H 0.2614 -0.7105 -0.1173 0.3 -0.2 0.4
H 3.1803 -1.0460 0.7212 0.0 0.0 -0.1
H 2.3605 -0.1947 -1.3816 0.1 0.1 -0.1
O -0.1473 0.9931 -1.1732 0.4 -0.7 0.5
C 3.0138 0.0370 0.6863 0.2 0.2 0.4
H -4.1354 -1.2243 -0.3637 0.3 0.6 0.3
H -5.2071 -1.4425 0.6719 0.0 0.0 0.2
C 2.1351 0.4310 -0.5144 -0.4 -0.5 0.9
H 2.4958 0.2871 1.6172 -0.3 -0.1 -0.2
O -5.0913 -1.5279 -0.2733 -0.2 -0.4 -0.4
H -3.1693 0.5014 0.3688 0.0 0.1 0.0
O -2.7141 -0.2825 0.0446 0.0 -0.2 -0.3
H -1.0415 0.6347 -1.0180 -0.3 0.1 0.1
```
Forces are in eV/Å.

Properties
Kohn-Sham gap: 5.95 eV
net charge: -2
lowest unoccupied orbital energy: 5.9 eV
HOMO: -0.04 eV
ΔE to the lowest compared entry with this formula, charge and spin: 7.90 kcal/mol

(5)
Here is a cluster of 3 separate species, C3H10O3S in total from the OMol25 dataset. Energies are from ωB97M-V/def2-TZVPD.

```
17
Properties=species:S:1:pos:R:3:forces:R:3
O -6.0718 0.0729 0.7092 1.4 0.4 1.0
S 3.9306 0.2055 -1.5714 -0.1 0.2 0.2
H 2.3652 1.3433 -0.0776 0.4 1.6 0.9
C 0.3504 -0.0138 0.7425 -0.2 -1.2 -2.5
H -5.1050 0.3920 0.6612 -0.9 -0.7 0.2
C 2.2832 0.8001 -0.9693 -1.1 -2.6 -1.8
H 0.6577 -0.7699 -1.3045 1.1 -0.3 0.8
H -1.4314 -0.7484 1.2993 1.3 -0.7 -1.5
H -6.0536 -0.2152 1.6496 -0.1 0.2 -1.0
C 1.3463 -0.4184 -0.4913 -2.0 3.2 0.6
H -3.2560 -0.4608 2.2535 0.2 2.2 -1.9
O -0.6059 -1.1664 0.8092 -0.5 3.0 1.7
H -0.1460 0.9481 0.4717 -0.1 -0.7 0.6
H 1.9101 -1.0735 0.0942 1.3 -1.9 -0.5
H 0.9468 0.0787 1.6718 -0.4 0.0 -0.3
O -3.1319 0.3027 1.5557 -0.4 -2.3 2.0
H 1.8202 1.3365 -1.8608 0.2 -0.3 1.6
```
Forces are in eV/Å.

Properties
Kohn-Sham gap: 5.99 eV
net charge: -2
lowest unoccupied orbital energy: 5.9 eV
HOMO: -0.07 eV
ΔE to the lowest compared entry with this formula, charge and spin: 36.26 kcal/mol

(6)
Here is a cluster of 3 separate species, C3H10O3S in total from the OMol25 dataset. Energies are from ωB97M-V/def2-TZVPD.

```
17
Properties=species:S:1:pos:R:3:forces:R:3
H 2.1108 0.7333 1.8755 -1.1 -1.1 1.2
H 1.0086 -1.1667 -0.4104 -1.9 1.7 -0.4
H -2.7899 -1.0735 -1.2055 0.7 -1.3 -0.8
S -1.6025 -0.3471 1.0743 -0.2 -0.4 0.6
C -0.3484 0.7171 0.2078 -0.5 1.2 0.8
O 2.5013 1.0301 -0.1388 0.6 0.4 -1.3
C 1.9143 0.5134 -1.0647 0.0 -0.9 1.2
H 2.4173 0.2350 -2.0964 -0.8 0.8 1.6
H -3.4657 -2.3461 -1.6469 0.2 -0.2 -0.2
H 2.3324 0.4343 3.3429 -0.4 -0.3 0.1
O -2.6273 -1.8838 -1.7723 -0.8 1.4 0.9
H -0.9858 1.4300 -0.2996 0.0 -0.2 -1.2
H 0.1657 1.4999 0.8415 0.0 -1.8 0.1
H -2.8840 0.2298 1.0990 1.6 0.3 -0.5
H 0.0329 -0.1207 -1.7209 0.0 -1.1 0.5
C 0.5444 -0.1284 -0.7398 1.1 0.3 -1.3
O 1.6758 0.2434 2.6544 1.6 1.4 -1.4
```
Forces are in eV/Å.

Properties
Kohn-Sham gap: 9.61 eV
net charge: 0
SMILES: O=CCCS.O.O
lowest unoccupied orbital energy: 0.5 eV
HOMO: -9.10 eV
ΔE to the lowest compared entry with this formula, charge and spin: 38.16 kcal/mol

(7)
Here is a cluster of 3 separate species, C3H10O3S in total from the OMol25 dataset. Energies are from ωB97M-V/def2-TZVPD.

```
17
Properties=species:S:1:pos:R:3:forces:R:3
H 1.3256 -0.7401 4.1927 0.0 0.0 0.0
O 0.9664 -0.0221 -2.2663 -0.1 -0.1 0.0
H -1.2056 0.7854 -0.6795 0.0 0.0 0.0
H 2.5565 0.3364 -1.1185 0.1 0.0 0.1
H 0.9875 1.1557 0.6074 0.1 0.0 0.0
C -0.7732 0.0475 -0.0090 0.0 0.1 0.0
O 1.2843 -0.4031 3.2922 -0.3 0.0 0.0
H 0.3332 -0.3086 3.0990 0.3 0.0 0.0
O -1.8303 -0.4126 -2.9708 -0.1 -0.1 -0.2
H -1.4804 1.4610 1.7617 0.0 0.0 0.0
H -0.8706 -0.3327 -2.8635 0.0 0.0 0.0
H -1.0330 -0.9197 -0.4311 0.0 -0.1 0.0
S -1.6408 0.1417 1.5901 0.1 0.0 -0.1
H -1.9767 -0.6066 -3.9055 0.1 0.1 0.3
C 0.7313 0.2113 0.1181 -0.1 -0.1 0.0
C 1.4676 0.1646 -1.1843 0.0 0.1 0.0
H 1.1581 -0.5581 0.7673 0.1 0.0 0.0
```
Forces are in eV/Å.

Properties
Kohn-Sham gap: 10.18 eV
net charge: 0
SMILES: O=CCCS.O.O
lowest unoccupied orbital energy: 0.7 eV
HOMO: -9.50 eV
ΔE to the lowest compared entry with this formula, charge and spin: 0.00 kcal/mol

(8)
Here is the molecule C3H10O3SSi from the OMol25 dataset. Energies are from ωB97M-V/def2-TZVPD.

```
18
Properties=species:S:1:pos:R:3:forces:R:3
H -0.2822 3.1843 0.0176 -0.9 0.6 -0.3
H -1.4561 1.7404 0.1638 0.1 0.5 0.7
C -0.4941 2.1460 -0.1661 -0.3 0.4 0.9
H -1.0793 -2.2816 -1.2471 -1.3 -1.5 0.3
H 0.2932 -1.8953 -2.2447 -0.2 0.1 0.4
H -1.1579 -1.2720 -2.8421 -1.5 -1.3 -1.3
H 0.2942 0.5828 2.8272 0.9 1.3 1.0
Si 0.8161 -0.0443 0.1341 -3.2 -0.2 -2.5
H 2.4720 -0.4474 -1.9262 -0.7 0.7 -2.3
S 2.6183 -0.6962 -0.6943 0.8 -0.9 2.6
H -1.1244 -0.1619 2.4272 -1.9 -0.3 -0.1
O 0.5298 -0.8749 1.4788 0.3 -0.5 -0.4
O 0.6134 1.5333 0.4605 0.7 -1.2 0.3
H -0.5073 1.8412 -1.1607 0.1 0.3 -2.1
C -0.7243 -1.5666 -1.9258 2.3 1.3 -0.7
H 0.0683 -1.1189 3.3770 -0.3 -0.1 0.9
O -0.7544 -0.3102 -1.3355 3.7 1.6 4.1
C -0.1253 -0.3586 2.6564 1.3 -0.9 -1.6
```
Forces are in eV/Å.

Properties
Kohn-Sham gap: 9.98 eV
net charge: 0
SMILES: CO[Si](S)(OC)OC
lowest unoccupied orbital energy: 0.5 eV
HOMO: -9.43 eV
ΔE to the lowest compared entry with this formula, charge and spin: 34.30 kcal/mol

(9)
Here is a cluster of 3 separate species, C3H10O4 in total from the OMol25 dataset. Energies are from ωB97M-V/def2-TZVPD.

```
17
Properties=species:S:1:pos:R:3:forces:R:3
O 4.4126 1.3794 -1.3653 0.5 0.3 -1.0
H 0.3796 0.5586 2.5669 -0.2 -0.1 0.0
O 0.8216 -0.7168 -1.0762 -0.9 -1.3 0.1
O -1.1458 -1.8329 -0.8687 0.1 -1.0 -0.7
H -1.2834 0.6027 0.3807 0.5 0.3 -0.1
H 0.8334 -1.4538 -1.7064 0.7 0.3 -0.7
O -4.9079 -0.4705 -0.2211 -0.2 -0.2 0.0
H -1.3859 -0.7473 1.3184 0.6 -0.3 0.5
H -4.8715 -0.6198 0.7235 -0.1 -0.2 0.3
H -4.2875 0.2408 -0.3529 0.3 0.3 -0.3
H 4.2785 1.9879 -2.1214 -0.1 -0.4 0.7
C 0.5872 0.3483 1.5181 -0.4 0.7 -0.2
H 1.4710 -0.2802 1.4766 -0.1 -0.2 -0.1
C -0.3474 -1.0501 -0.4604 0.0 2.2 1.5
C -0.6259 -0.1916 0.7656 -0.7 -0.4 -0.4
H 5.2457 0.9448 -1.6189 -0.4 0.1 0.3
H 0.8258 1.3005 1.0414 0.4 -0.1 0.2
```
Forces are in eV/Å.

Properties
Kohn-Sham gap: 11.07 eV
net charge: 0
SMILES: CCC(=O)O.O.O
lowest unoccupied orbital energy: 0.6 eV
HOMO: -10.46 eV
ΔE to the lowest compared entry with this formula, charge and spin: 13.56 kcal/mol

(10)
Here is a cluster of 2 separate species, C3H10OP2 in total from the OMol25 dataset. Energies are from ωB97M-V/def2-TZVPD.

```
16
Properties=species:S:1:pos:R:3:forces:R:3
H 2.2727 0.1794 -1.9876 -0.2 0.5 -0.2
P -0.6919 1.8643 -0.2165 -1.1 -0.4 1.0
C 2.6641 -0.6172 -0.1486 1.9 -1.6 -1.8
H -3.6105 0.1007 -0.7465 0.9 -0.9 1.1
H 1.3656 1.0088 -0.5248 0.8 -0.5 -0.4
H -2.0178 2.3496 -0.4328 0.3 0.0 -0.3
C -3.1237 -0.2350 0.2418 -0.8 2.4 -1.0
H -3.5108 -1.2119 0.5230 -0.1 0.2 0.3
H 3.4370 -1.3383 -0.6517 -1.6 1.3 1.1
H -0.3046 1.6016 -1.5191 -0.3 0.2 -0.8
H -3.3971 0.6439 0.8944 0.0 -1.3 0.0
H -0.3035 -1.1636 1.8167 3.0 -3.8 0.5
P -1.3089 -0.3026 0.0531 0.9 -0.2 0.5
H 2.5413 -0.7681 0.8995 -0.2 0.3 0.6
C 2.0625 0.2635 -0.9330 -0.1 -0.2 0.8
O -0.8556 -0.4807 1.6828 -3.6 4.0 -1.4
```
Forces are in eV/Å.

Properties
Kohn-Sham gap: 9.42 eV
net charge: 0
SMILES: CP(O)#[PH2].C=C
lowest unoccupied orbital energy: 0.9 eV
HOMO: -8.51 eV
ΔE to the lowest compared entry with this formula, charge and spin: 37.06 kcal/mol